No. 1
C44H54HfI2N7O2Te as an isolated structure, computed with wB97M-V/def2-TZVPD.

```
111
Properties=species:S:1:pos:R:3:forces:R:3
Hf 2.3241 -0.4621 0.1373 1.086 0.352 0.459
C 5.4347 0.9027 -0.8336 -0.113 -0.013 -0.044
C 5.6407 0.6534 0.6368 -0.016 -0.052 0.156
N 4.3686 0.7309 1.4039 -0.294 0.270 -0.165
C 3.9977 2.1307 1.7010 -0.023 -0.012 0.002
C 3.0522 2.7100 0.6875 0.023 -0.071 -0.067
C 2.6464 4.0268 0.7907 0.019 0.139 0.017
C 1.7458 4.5186 -0.1374 -0.029 0.097 0.037
C 1.2907 3.6790 -1.1400 0.042 0.284 -0.069
C 1.7396 2.3770 -1.1724 0.033 -0.267 -0.094
C 1.1952 1.4420 -2.2201 0.080 -0.179 0.073
N 1.6898 0.0525 -2.0979 0.045 0.193 0.118
C 2.7187 -0.2930 -3.1055 -0.093 -0.003 0.049
C 4.0272 0.3592 -2.7372 0.004 0.060 0.098
N 4.4098 -0.0032 -1.3581 -0.036 -0.039 0.015
N 2.6093 1.8927 -0.2721 -0.366 0.267 -0.010
H 6.3879 0.7931 -1.3541 0.077 0.009 -0.045
H 5.0975 1.9257 -0.9966 -0.019 0.035 -0.029
H 6.3576 1.3777 1.0274 0.061 0.012 0.059
H 6.0705 -0.3340 0.7952 -0.001 -0.060 0.014
H 4.5689 0.3204 2.3055 -0.058 -0.042 0.094
H 4.8877 2.7609 1.7604 0.070 0.036 0.029
H 3.5246 2.1669 2.6826 -0.044 -0.024 0.013
H 3.0247 4.6500 1.5921 -0.017 -0.021 -0.047
H 1.3975 5.5429 -0.0770 0.034 -0.059 -0.002
H 0.5940 4.0319 -1.8925 0.079 -0.024 0.073
H 1.4235 1.8398 -3.2115 0.006 0.003 -0.069
H 0.1135 1.4377 -2.1131 -0.107 -0.034 0.036
H 0.9049 -0.5801 -2.2376 -0.024 -0.034 -0.007
H 2.4075 0.0308 -4.0998 -0.031 0.024 -0.052
H 2.8153 -1.3746 -3.1212 -0.010 -0.062 0.024
H 3.9369 1.4481 -2.7789 -0.015 -0.032 0.023
H 4.7950 0.0742 -3.4576 0.076 0.024 -0.039
H 4.7835 -0.9479 -1.3820 0.012 -0.053 -0.040
I 4.4764 -8.0532 -0.9729 0.031 -0.113 -0.002
C 3.8284 -6.0851 -0.8799 -0.042 -0.019 -0.060
C 2.7327 -5.6812 -1.6335 -0.023 0.107 0.075
C 2.3210 -4.3586 -1.5762 -0.004 0.004 0.030
I 0.6165 -3.7768 -2.6408 0.134 0.107 0.071
C 3.0084 -3.4202 -0.7967 -0.408 0.111 -0.401
O 2.6998 -2.1198 -0.8443 -0.038 -1.040 -0.606
C 4.0611 -3.8539 0.0016 0.209 -0.089 0.164
C 4.7380 -2.8798 0.9312 -0.186 -0.017 -0.082
N 3.7467 -2.1020 1.7423 -0.091 -0.073 -0.215
C 2.9665 -3.0258 2.5971 0.037 0.078 0.004
C 1.4898 -2.7872 2.5316 0.043 -0.032 -0.184
C 0.6623 -3.2613 3.5355 -0.103 -0.141 0.090
C -0.7083 -3.1949 3.3589 0.022 -0.033 0.132
C -1.2061 -2.6765 2.1732 -0.171 -0.046 0.027
C -0.3139 -2.1874 1.2486 0.261 -0.048 -0.110
N 1.0233 -2.2102 1.4226 -0.327 0.342 0.082
C 4.4727 -5.1818 -0.0530 -0.018 0.086 0.146
H 2.2031 -6.3922 -2.2538 0.011 0.028 0.021
H 5.4027 -3.4360 1.5944 0.077 -0.004 0.023
H 5.3548 -2.1740 0.3763 -0.012 0.058 -0.031
H 4.2864 -1.5300 2.3743 0.119 0.001 0.069
H 3.1285 -4.0421 2.2361 0.012 -0.076 0.036
H 3.3151 -3.0013 3.6290 0.033 0.053 0.053
H 1.0942 -3.6982 4.4284 -0.035 0.042 -0.039
H -1.3789 -3.5520 4.1307 0.027 -0.006 -0.024
H -2.2693 -2.6270 1.9688 0.108 0.003 0.022
H -0.6726 -1.7439 0.3331 0.012 0.071 -0.024
H 5.3006 -5.5108 0.5661 -0.039 0.020 -0.037
C 0.9803 0.7197 2.9318 0.096 0.027 0.195
C 0.1982 0.9565 1.6500 -0.077 -0.068 -0.434
O -0.7965 1.7376 1.8531 -0.144 -0.083 -0.077
N 0.5371 0.3921 0.5230 -0.028 0.065 0.642
Te -2.1902 1.8791 -0.1126 0.077 0.026 -0.084
C -3.8182 2.7507 -1.1705 -0.105 0.011 0.135
C -3.5411 3.0579 -2.5155 0.060 0.000 -0.025
C -2.1789 2.8586 -3.1572 -0.121 0.036 0.103
C -4.5697 3.5519 -3.3093 0.050 0.027 -0.068
C -5.8412 3.7814 -2.8006 -0.096 0.042 -0.049
C -6.9417 4.3358 -3.6665 0.072 -0.041 0.073
C -6.0704 3.5142 -1.4535 -0.105 0.035 -0.038
C -5.0856 3.0135 -0.6165 0.008 -0.032 -0.036
C -5.4366 2.7846 0.8327 0.107 -0.012 -0.160
C -3.2420 0.2129 0.6371 0.004 -0.017 0.046
C -3.4537 -0.8307 -0.2809 0.022 0.055 -0.013
C -2.9134 -0.8079 -1.6951 -0.066 0.061 0.140
C -4.2136 -1.9209 0.1245 -0.024 -0.065 -0.063
C -4.7735 -1.9937 1.3960 -0.054 -0.062 0.009
C -5.6339 -3.1629 1.8021 0.034 0.073 -0.014
C -4.5225 -0.9543 2.2816 -0.009 -0.004 0.103
C -3.7557 0.1589 1.9398 0.043 0.048 -0.015
C -3.5689 1.2198 3.0032 0.000 -0.249 -0.048
H 0.3767 0.1109 3.6080 0.014 -0.019 0.003
H 1.1795 1.6663 3.4363 -0.013 -0.029 0.010
H 1.9289 0.1867 2.7738 0.029 -0.020 -0.018
H -1.3747 3.2896 -2.5532 -0.095 -0.015 -0.046
H -2.1474 3.3443 -4.1309 -0.045 -0.004 -0.005
H -1.9518 1.7989 -3.3097 -0.021 0.015 0.018
H -4.3662 3.7740 -4.3530 -0.024 -0.005 0.073
H -6.6098 4.4788 -4.6932 0.007 -0.006 0.013
H -7.2841 5.2979 -3.2818 0.012 -0.015 -0.002
H -7.8038 3.6668 -3.6759 0.028 -0.002 0.011
H -7.0536 3.7133 -1.0364 0.057 0.004 -0.038
H -6.3135 3.3689 1.1075 0.011 -0.004 -0.040
H -4.6244 3.0782 1.4961 0.004 0.013 -0.040
H -5.6651 1.7330 1.0209 0.016 0.030 -0.022
H -1.8398 -0.5934 -1.7092 0.024 -0.001 0.013
H -3.4155 -0.0466 -2.3000 0.013 -0.003 0.031
H -3.0696 -1.7701 -2.1805 -0.017 0.000 0.022
H -4.3890 -2.7274 -0.5815 0.006 0.042 0.050
H -5.6441 -3.9380 1.0365 0.013 0.036 0.019
H -6.6641 -2.8410 1.9680 0.038 -0.002 -0.010
H -5.2813 -3.6058 2.7350 -0.005 0.010 -0.013
H -4.9484 -0.9957 3.2815 0.030 -0.007 -0.066
H -3.0036 0.8072 3.8415 -0.007 -0.009 -0.033
H -4.5391 1.5384 3.3884 0.024 -0.029 -0.019
H -3.0256 2.0927 2.6619 0.062 0.050 -0.076
```
Forces are in eV/Å.

The HOMO energy (spin up / spin down) comes out at -0.4524 / -0.4543 hartree. Its total energy is -85823.1598 eV. The value obtained for the LUMO energy (spin up / spin down) is -4.488 / -6.102 eV. The expectation value of S² is 0.7560. The net charge is +2. The gap between HOMO and LUMO (spin up / spin down) comes out at 7.821 / 6.259 eV. The spin multiplicity is 2.

Mulliken atomic charge list, values in e, 2 entries:
1. Hf 0.75
2. C -0.81

---

No. 2
A 2-piece molecular cluster, CH2N2O3P overall, computed with wB97M-V/def2-TZVPD.

```
9
Properties=species:S:1:pos:R:3:forces:R:3
C 0.2295 1.3959 1.4371 0.412 -0.138 2.732
N 0.2766 1.4415 2.5915 -0.303 0.257 -1.107
N 0.3178 0.7738 -1.3781 2.079 1.199 -0.878
O 0.5209 -1.5168 0.5156 2.045 0.153 0.972
O -1.6398 -2.3046 -0.5590 -1.358 -0.806 -0.366
O -0.5807 -0.1675 -1.4408 -0.978 -0.453 0.241
P -0.7768 -1.2263 -0.0756 -0.777 -0.293 -0.648
H 1.2718 0.3282 -1.4878 -0.918 -0.014 0.398
H 0.3808 1.2757 0.3970 -0.203 0.094 -1.344
```
Forces are in eV/Å.

The HOMO energy (spin up / spin down) comes out at -0.1399 / -0.1979 hartree. Its total energy is -19480.1710 eV. The value obtained for the LUMO energy (spin up / spin down) is 3.341 / 3.402 eV. The net charge is -1. The gap between HOMO and LUMO (spin up / spin down) comes out at 7.147 / 8.788 eV.

Mulliken atomic charge list, values in e, 2 entries:
1. C 0.20
2. N -0.47

---

Sequential ΔE to the lowest compared entry with this formula, charge and spin output: 10.59, 72.01 kcal/mol